(1)
{
  "formula": "C21H26CrN4S2",
  "method": "the ωB97M-V functional and the def2-TZVPD basis",
  "elements": ["Cr", "C", "N", "C", "C", "N", "C", "C", "C", "C", "C", "C", "C", "S", "C", "C", "C", "C", "C", "C", "S", "H", "H", "H", "H", "H", "H", "H", "H", "H", "H", "H", "H", "H", "H", "H", "H", "H", "H", "C", "C", "C", "C", "N", "N", "C", "H", "H", "H", "H", "H", "H", "H", "H"],
  "positions_angstrom": [[-0.49393, 0.66513, 0.80363], [2.76621, 1.26537, 0.93924], [1.69580, 1.11412, -0.05081], [1.84935, -0.09013, -0.86587], [1.63944, -1.37214, -0.06675], [0.35550, -1.43680, 0.69578], [-0.59633, -2.32128, -0.00607], [0.62107, -1.98267, 2.03731], [1.03964, -3.30445, 2.17038], [1.31958, -3.84729, 3.41008], [1.18169, -3.05139, 4.54240], [0.79056, -1.73572, 4.41900], [0.51514, -1.16029, 3.16588], [0.12061, 0.53407, 3.07866], [1.58360, 2.31893, -0.85332], [2.52332, 2.58671, -1.84422], [2.45869, 3.74014, -2.60547], [1.44082, 4.65400, -2.35966], [0.50695, 4.40230, -1.37299], [0.54997, 3.23380, -0.59808], [-0.67275, 2.99872, 0.63621], [3.75232, 1.30447, 0.45670], [2.74274, 0.44596, 1.65672], [2.60088, 2.18894, 1.48952], [2.85298, -0.16219, -1.31092], [1.12706, -0.03012, -1.68016], [2.46302, -1.49207, 0.63361], [1.69454, -2.20723, -0.77244], [-0.21722, -3.34131, -0.10355], [-0.79462, -1.93798, -1.00600], [-1.52908, -2.35894, 0.55252], [1.16543, -3.92500, 1.29025], [1.64704, -4.87541, 3.48928], [1.38870, -3.46450, 5.52202], [0.69239, -1.10089, 5.29005], [3.32668, 1.88056, -2.02389], [3.19678, 3.92728, -3.37457], [1.37682, 5.56452, -2.94280], [-0.29075, 5.10715, -1.17660], [-5.31572, -1.24805, -0.54372], [-4.01682, -0.61509, -0.90146], [-3.45684, -0.29336, -2.11591], [-2.20953, 0.29110, -1.83349], [-2.00789, 0.31715, -0.52028], [-3.11472, -0.24128, 0.02701], [-1.23860, 0.87994, -2.79843], [-5.94876, -1.31430, -1.42471], [-5.83784, -0.66940, 0.21874], [-5.15969, -2.25614, -0.15663], [-3.88784, -0.44029, -3.09197], [-3.21296, -0.24137, 1.02964], [-1.77318, 1.31264, -3.64232], [-0.55921, 0.12314, -3.19676], [-0.65109, 1.66092, -2.31477]],
  "forces_ev_per_a": [[1.2, 0.1, 0.4], [0.0, 0.0, 0.1], [-0.2, 0.0, -0.2], [0.0, -0.1, 0.1], [0.2, 0.2, -0.1], [0.0, -0.2, 0.1], [0.0, 0.0, -0.1], [0.0, 0.0, 0.2], [0.0, 0.0, -0.1], [0.0, 0.0, 0.0], [0.0, -0.1, 0.0], [0.0, 0.0, -0.1], [0.1, -0.2, -0.1], [-0.3, 0.2, 0.2], [0.0, 0.2, -0.1], [0.0, -0.1, 0.0], [0.0, 0.0, 0.0], [0.0, 0.0, 0.0], [0.0, 0.0, 0.0], [0.1, 0.0, 0.0], [-0.2, 0.2, 0.2], [0.0, 0.0, 0.0], [0.0, 0.0, 0.0], [0.0, 0.0, 0.0], [0.0, 0.0, -0.1], [0.0, 0.0, -0.1], [0.0, 0.0, 0.1], [0.0, -0.1, 0.1], [0.0, 0.0, 0.0], [0.0, 0.1, 0.0], [0.0, 0.0, 0.0], [0.0, 0.0, 0.0], [0.0, 0.0, 0.0], [0.0, 0.0, 0.0], [0.0, 0.0, 0.0], [0.0, 0.0, 0.0], [0.0, 0.0, 0.0], [0.0, 0.0, 0.0], [0.0, 0.0, 0.0], [0.0, 0.0, 0.0], [0.1, 0.0, 0.0], [0.0, 0.0, -0.1], [-0.1, 0.2, 0.1], [-0.7, -0.4, -0.6], [-0.1, 0.0, -0.1], [0.1, 0.0, 0.1], [0.0, 0.0, 0.0], [0.0, 0.0, 0.0], [0.0, 0.0, 0.0], [0.0, 0.0, 0.0], [0.0, 0.0, 0.0], [0.0, 0.0, 0.0], [0.0, 0.0, 0.0], [0.0, 0.0, 0.0]],
  "multiplicity": 5,
  "e_above_lowest_kj_mol": 91.1,
  "homo_lumo_gap_ev": [7.024, 7.304],
  "e_tot_ev": -78252.978,
  "total_charge": 0
}

(2)
{
  "formula": "C4H6O2",
  "method": "the ωB97M-V functional and the def2-TZVPD basis",
  "elements": ["C", "C", "C", "C", "O", "O", "H", "H", "H", "H", "H", "H"],
  "positions_angstrom": [[0.15337, 1.02518, -2.52258], [-0.37410, 0.45025, -1.23654], [0.47546, 0.09496, -0.20679], [-0.10324, -0.48525, 1.01918], [-1.04090, -1.20904, 1.10744], [0.61075, -0.15284, 2.13455], [0.26993, 2.08572, -2.34920], [1.17673, 0.67623, -2.86810], [-0.55826, 0.91926, -3.43654], [-1.53605, 0.18203, -1.22595], [1.75311, 0.18420, -0.25450], [1.42681, 0.33686, 1.87882]],
  "forces_ev_per_a": [[-0.2, -0.1, -1.8], [0.3, -1.9, 0.7], [1.0, 0.7, -2.4], [1.4, 0.1, 0.6], [-0.8, -0.1, -0.1], [0.7, 0.3, 0.0], [0.0, 0.5, -0.2], [-1.2, 0.1, 0.7], [1.1, 0.0, 1.8], [2.8, 0.8, 0.5], [-4.1, 0.0, -0.1], [-1.0, -0.4, 0.3]],
  "e_above_lowest_kj_mol": 150.1,
  "homo_lumo_gap_ev": 10.546,
  "smiles": "C/C=C/C(=O)O",
  "e_tot_ev": -8338.905,
  "total_charge": 0
}

(3)
{
  "formula": "C7H11Br",
  "method": "the ωB97M-V functional and the def2-TZVPD basis",
  "elements": ["C", "C", "C", "C", "C", "C", "C", "Br", "H", "H", "H", "H", "H", "H", "H", "H", "H", "H", "H"],
  "positions_angstrom": [[1.47170, 0.64903, 1.15855], [0.52658, 0.24720, 0.11607], [-0.07686, 1.32382, -0.69380], [1.27090, -0.79773, -0.70606], [-0.55001, -0.57774, 0.91419], [-1.63870, -0.82457, 0.25044], [-2.70184, -1.14465, -0.30444], [-3.43382, 0.10447, -1.48900], [2.49679, 0.66071, 0.74452], [1.14232, 1.60700, 1.51301], [1.56523, 0.00878, 2.03394], [-0.51929, 0.90145, -1.60962], [-0.86197, 1.84198, -0.06014], [0.67609, 2.12644, -0.78442], [0.63344, -1.08828, -1.62018], [1.46672, -1.75315, -0.13080], [2.19920, -0.41870, -1.10272], [-0.40673, -0.81533, 1.94101], [-3.25975, -2.05074, -0.17054]],
  "forces_ev_per_a": [[2.0, 1.2, 1.0], [0.1, -4.8, 1.0], [-0.8, 1.7, 1.0], [-1.2, -1.7, -1.8], [0.0, 1.3, -2.0], [3.0, 0.0, 3.2], [-3.4, -1.1, -1.7], [-1.2, 0.9, -0.2], [-0.3, 0.7, 0.2], [0.4, 0.8, 0.5], [-0.3, -0.3, -0.1], [0.3, 0.7, 0.2], [0.5, -0.7, -0.9], [-0.2, -0.4, -0.9], [0.9, 0.2, 1.3], [-0.1, 1.2, -0.5], [0.5, 0.2, -0.1], [-0.3, 0.7, 0.9], [0.3, -0.7, -0.8]],
  "e_above_lowest_kj_mol": 186.1,
  "homo_lumo_gap_ev": 8.278,
  "smiles": "CC(C)(C)C=C=CBr",
  "e_tot_ev": -77476.335,
  "total_charge": 0
}

(4)
{
  "formula": "C4H12",
  "method": "the ωB97M-V functional and the def2-TZVPD basis",
  "elements": ["C", "C", "H", "H", "H", "H", "H", "H", "C", "C", "H", "H", "H", "H", "H", "H"],
  "positions_angstrom": [[0.53270, -0.86046, 1.87660], [-0.21214, 0.38999, 2.33704], [1.61142, -0.78631, 2.08833], [0.24967, -1.82778, 2.29575], [0.63383, -1.02284, 0.79974], [-0.95656, 0.06982, 3.06571], [0.42909, 1.02036, 2.93394], [-0.80806, 0.84502, 1.55264], [-0.01261, -0.25215, -1.60700], [-0.37914, 0.78219, -2.63896], [0.31038, 0.22083, -0.68085], [-0.88872, -0.85070, -1.35463], [0.82107, -0.91282, -1.85142], [-0.68156, 0.28985, -3.56576], [-1.13501, 1.50642, -2.33385], [0.48563, 1.38857, -2.91728]],
  "forces_ev_per_a": [[1.9, -0.5, -0.6], [-0.8, -1.5, 0.6], [-0.2, 0.1, 0.5], [-0.4, 0.3, 0.2], [-0.8, 0.2, 0.1], [-0.2, 0.0, 0.1], [0.2, 0.7, -0.5], [0.4, 0.5, -0.1], [-0.2, 0.1, 0.9], [0.7, 0.2, -0.9], [-0.1, 0.2, 0.0], [0.1, -0.2, 0.0], [-0.2, 0.0, -0.5], [-0.3, 0.1, 0.0], [-0.2, -0.3, 0.2], [0.1, 0.0, 0.1]],
  "e_above_lowest_kj_mol": 42.2,
  "homo_lumo_gap_ev": 12.695,
  "smiles": "CC.CC",
  "e_tot_ev": -4342.091,
  "total_charge": 0
}

(5)
{
  "formula": "C18H18N2O4PtS",
  "method": "the ωB97M-V functional and the def2-TZVPD basis",
  "elements": ["Pt", "O", "C", "C", "C", "C", "C", "C", "C", "O", "N", "N", "C", "C", "C", "C", "C", "C", "C", "O", "H", "H", "H", "H", "H", "H", "H", "H", "H", "H", "O", "S", "C", "C", "C", "C", "H", "H", "H", "H", "H", "H", "H", "H"],
  "positions_angstrom": [[0.53707, -0.84755, -0.17898], [-1.15301, 2.15048, 2.74158], [-2.44638, 1.88359, 2.45363], [-3.40933, 2.63235, 3.12966], [-4.75197, 2.41537, 2.90023], [-5.16495, 1.44485, 1.99032], [-4.21619, 0.70465, 1.31721], [-2.84870, 0.90549, 1.52842], [-1.86940, 0.09472, 0.77299], [-0.59263, 0.35978, 0.96767], [-2.29147, -0.82611, -0.04047], [-1.22382, -1.46443, -0.65907], [-1.46115, -2.39920, -1.51329], [-0.45905, -3.13235, -2.23911], [-0.94089, -4.11909, -3.12684], [-0.10622, -4.89320, -3.88745], [1.27780, -4.69323, -3.77609], [1.78359, -3.74451, -2.92650], [0.94428, -2.93196, -2.13067], [1.54417, -2.06182, -1.35729], [-0.61398, 1.53643, 2.20510], [-3.06934, 3.37836, 3.83552], [-5.48581, 3.00491, 3.43519], [-6.21739, 1.27210, 1.81169], [-4.51012, -0.05288, 0.60393], [-2.50641, -2.63396, -1.68749], [-2.01414, -4.25633, -3.19560], [-0.50525, -5.64110, -4.55800], [1.95868, -5.29452, -4.36589], [2.84987, -3.58625, -2.83233], [2.37636, -0.08350, 0.45540], [2.83285, 1.04046, -0.49095], [4.46276, 1.44918, 0.20763], [4.34699, 2.78835, 0.93923], [2.89801, 2.90325, 1.40612], [2.06845, 2.53075, 0.18661], [5.20743, 1.42928, -0.58515], [4.64180, 0.61529, 0.88726], [4.57836, 3.60820, 0.25577], [5.05849, 2.83785, 1.76290], [2.65321, 3.90356, 1.76123], [2.69596, 2.19884, 2.21492], [2.11716, 3.29351, -0.59442], [1.02430, 2.28037, 0.37540]],
  "forces_ev_per_a": [[0.0, 0.0, 0.0], [0.0, 0.0, 0.0], [0.0, 0.0, 0.0], [0.0, 0.0, 0.0], [0.0, 0.0, 0.0], [0.0, 0.0, 0.0], [0.0, 0.0, 0.0], [0.0, 0.0, 0.0], [0.0, -0.1, 0.0], [0.0, 0.0, 0.0], [0.0, 0.0, 0.0], [0.0, -0.1, -0.1], [0.0, 0.1, 0.1], [0.0, 0.0, 0.0], [0.0, 0.0, 0.0], [0.0, 0.0, 0.0], [0.0, 0.0, 0.0], [0.0, 0.0, 0.0], [0.0, 0.0, 0.0], [0.0, 0.0, 0.0], [0.0, 0.0, 0.0], [0.0, 0.0, 0.0], [0.0, 0.0, 0.0], [0.0, 0.0, 0.0], [0.0, 0.0, 0.0], [0.0, 0.0, 0.0], [0.0, 0.0, 0.0], [0.0, 0.0, 0.0], [0.0, 0.0, 0.0], [0.0, 0.0, 0.0], [0.0, 0.0, 0.0], [0.0, 0.0, 0.0], [0.0, 0.0, 0.0], [0.0, 0.0, 0.0], [0.0, 0.0, 0.0], [0.0, 0.0, 0.0], [0.0, 0.0, 0.0], [0.0, 0.0, 0.0], [0.0, 0.0, 0.0], [0.0, 0.0, 0.0], [0.0, 0.0, 0.0], [0.0, 0.0, 0.0], [0.0, 0.0, 0.0], [0.0, 0.0, 0.0]],
  "e_above_lowest_kj_mol": 0.0,
  "homo_lumo_gap_ev": 7.840,
  "e_tot_ev": -44210.387,
  "total_charge": 0
}